# C4H7NO2

The molecule C4H7NO2 at a distorted geometry (the ωB97M-V functional and the def2-TZVPD basis, OMol25).

Summary:
Total energy (eV): -9844.8792
Relative energy (zero: lowest compared OMol25 entry of this formula, charge and spin) (kJ/mol): 231.6
SMILES: [H]/N=C(/C)OCC=O

Positions of all 14 atoms, in Å:
C: 1.927 -0.284 1.381
C: 0.929 -0.167 0.259
N: 1.092 -0.002 -0.980
O: -0.391 -0.235 0.830
C: -1.474 -0.234 -0.088
C: -1.455 0.706 -1.399
O: -1.993 0.349 -2.420
H: 1.684 -1.191 1.942
H: 2.982 -0.311 1.089
H: 1.768 0.567 2.050
H: 0.117 0.053 -1.344
H: -1.714 -1.254 -0.429
H: -2.340 0.237 0.386
H: -1.132 1.767 -1.278

Atomic partial charges in e from the Mulliken method, atoms 1 to 2: -1.0153 0.6880


# C30H22Cl2N3O2PPdS2

A structure of composition C30H22Cl2N3O2PPdS2 at a distorted geometry (the ωB97M-V functional and the def2-TZVPD basis, OMol25).

Summary:
Total energy (eV): -99516.2538
Relative energy (zero: lowest compared OMol25 entry of this formula, charge and spin) (kJ/mol): 0.0
<S²>: 2.03
Multiplicity: 3

Positions of all 63 atoms, in Å:
Pd: 0.278 0.054 0.317
C: 5.049 -2.701 1.501
C: 5.454 -1.393 1.270
C: 4.532 -0.404 0.991
C: 3.164 -0.708 0.935
C: 2.760 -2.025 1.202
C: 3.696 -3.006 1.467
N: 2.230 0.264 0.591
N: 2.704 1.450 0.260
C: 1.837 2.231 -0.383
C: 2.154 3.548 -0.775
C: 1.237 4.275 -1.487
C: 0.005 3.705 -1.842
C: -0.271 2.428 -1.414
N: 0.605 1.721 -0.698
H: 5.776 -3.474 1.712
H: 6.509 -1.150 1.307
H: 4.850 0.612 0.807
H: 1.714 -2.275 1.192
H: 3.363 -4.021 1.644
H: 3.116 3.948 -0.488
H: 1.457 5.294 -1.775
H: -0.721 4.247 -2.428
H: -1.212 1.935 -1.632
Cl: -6.348 -2.103 2.776
C: -4.945 -1.492 1.962
C: -5.128 -0.609 0.881
C: -4.048 -0.084 0.235
Cl: -4.256 0.998 -1.090
C: -2.699 -0.392 0.621
O: -1.742 0.159 -0.006
C: -2.556 -1.305 1.713
C: -1.280 -1.671 2.216
O: -0.155 -1.304 1.841
C: -3.694 -1.841 2.360
H: -6.128 -0.351 0.560
H: -1.297 -2.372 3.062
H: -3.545 -2.533 3.180
S: -1.738 -1.452 -3.973
P: 0.084 -2.034 -3.531
S: 0.670 -1.748 -1.599
C: 1.328 -1.308 -4.649
C: 1.191 -1.562 -6.011
C: 2.137 -1.074 -6.896
C: 3.212 -0.330 -6.424
C: 3.335 -0.061 -5.070
C: 2.392 -0.552 -4.176
C: 0.383 -3.827 -3.657
C: 1.672 -4.311 -3.872
C: 1.892 -5.679 -3.900
C: 0.836 -6.558 -3.701
C: -0.443 -6.072 -3.462
C: -0.672 -4.706 -3.437
H: 0.344 -2.137 -6.363
H: 2.031 -1.275 -7.954
H: 3.954 0.040 -7.120
H: 4.165 0.529 -4.703
H: 2.480 -0.365 -3.113
H: 2.491 -3.616 -4.010
H: 2.893 -6.056 -4.068
H: 1.011 -7.625 -3.727
H: -1.265 -6.754 -3.285
H: -1.663 -4.305 -3.256

Atomic partial charges in e from the Mulliken method, atoms 1 to 2: 0.4654 -0.4878


# C17H40AsBN4S3Si3Ta

A structure of composition C17H40AsBN4S3Si3Ta at a distorted geometry (the ωB97M-V functional and the def2-TZVPD basis, OMol25).

Summary:
Total energy (eV): -143433.4737
Total charge: +1

Positions of all 70 atoms, in Å:
Ta: 0.000 0.000 0.000
C: -0.989 2.893 2.159
N: 0.373 2.424 2.418
C: 1.475 3.197 2.481
C: 2.565 2.385 2.720
N: 2.142 1.106 2.820
B: 3.070 -0.110 3.072
N: 2.755 -1.251 2.070
C: 2.582 -2.546 2.413
C: 2.304 -3.275 1.274
N: 2.288 -2.433 0.222
C: 2.010 -2.802 -1.166
C: 2.562 -1.209 0.730
S: 2.579 0.000 -0.053
C: 0.802 1.158 2.625
S: -0.053 0.000 2.575
H: -1.004 3.996 2.026
H: -1.645 2.628 3.015
H: -1.379 2.418 1.235
H: 1.490 4.272 2.353
H: 3.594 2.710 2.816
H: 4.204 0.240 2.951
H: 2.920 -0.520 4.182
H: 2.656 -2.938 3.420
H: 2.117 -4.340 1.223
H: 1.817 -3.893 -1.250
H: 2.881 -2.545 -1.803
H: 1.114 -2.254 -1.527
C: -5.185 1.993 1.318
Si: -4.952 0.233 0.743
C: -5.186 -0.886 2.219
C: -6.361 -0.137 -0.439
As: -2.722 0.000 0.000
Si: -2.689 -2.224 -0.773
C: -1.243 -2.537 -1.910
C: -4.231 -2.830 -1.620
C: -2.389 -3.305 0.722
Si: -2.688 1.384 -1.905
C: -4.230 1.396 -2.948
C: -1.242 0.991 -3.016
C: -2.389 3.126 -1.296
H: -6.193 2.102 1.768
H: -5.103 2.679 0.452
H: -4.412 2.245 2.073
H: -6.194 -0.718 2.650
H: -4.413 -0.663 2.983
H: -5.104 -1.942 1.897
H: -7.315 0.031 0.101
H: -6.351 -1.181 -0.781
H: -6.352 0.526 -1.315
H: -1.397 -2.024 -2.873
H: -1.175 -3.625 -2.113
H: -0.304 -2.192 -1.431
H: -4.483 -2.172 -2.477
H: -5.053 -2.869 -0.884
H: -4.057 -3.864 -1.982
H: -1.438 -3.002 1.207
H: -2.316 -4.365 0.403
H: -3.218 -3.198 1.446
H: -4.482 0.368 -3.275
H: -4.055 2.038 -3.835
H: -5.052 1.850 -2.367
H: -1.395 0.020 -3.513
H: -0.303 0.981 -2.425
H: -1.173 1.768 -3.805
H: -3.219 3.451 -0.641
H: -2.316 3.813 -2.164
H: -1.439 3.154 -0.724
S: 0.000 2.560 0.000
H: 0.000 -1.864 0.000

Atomic partial charges in e from the Mulliken method, atoms 1 to 2: 0.3217 -0.3637


# FH3N2OS

A cluster of 2 separate species, FH3N2OS in total at a distorted geometry (the ωB97M-V functional and the def2-TZVPD basis, OMol25).

Summary:
Total energy (eV): -18622.6214
Relative energy (zero: lowest compared OMol25 entry of this formula, charge and spin) (kJ/mol): 149.2
<S²>: 2.01
Multiplicity: 3

Positions of all 8 atoms, in Å:
N: 0.987 -0.254 0.726
N: -1.283 -0.205 -0.312
O: -1.136 0.761 -1.157
F: -1.823 0.370 0.803
S: -0.529 0.602 -2.624
H: 1.716 -0.305 0.026
H: 0.734 -1.198 0.991
H: 1.335 0.227 1.546

Atomic partial charges in e from the Mulliken method, atoms 1 to 2: -0.6534 0.1228


# C37H52AsCdN7O4Si2

A structure of composition C37H52AsCdN7O4Si2 at a distorted geometry (the ωB97M-V functional and the def2-TZVPD basis, OMol25).

Summary:
Total energy (eV): -138990.8795
Relative energy (zero: lowest compared OMol25 entry of this formula, charge and spin) (kJ/mol): 187.3

Positions of all 104 atoms, in Å:
Cd: -15.918 -14.457 -10.587
C: -15.571 -17.998 -10.722
C: -15.395 -17.694 -9.246
N: -16.102 -16.482 -8.856
C: -17.551 -16.628 -8.662
C: -18.346 -16.604 -9.944
C: -19.586 -17.231 -10.100
C: -20.162 -17.301 -11.367
C: -19.513 -16.724 -12.408
C: -18.402 -16.012 -12.175
C: -17.866 -15.125 -13.308
N: -16.400 -14.804 -13.139
C: -15.595 -15.822 -13.834
C: -15.566 -17.127 -13.060
N: -15.263 -16.918 -11.649
N: -17.844 -15.893 -10.983
H: -16.629 -18.365 -10.890
H: -14.935 -18.826 -10.978
H: -14.366 -17.519 -9.008
H: -15.698 -18.571 -8.622
H: -15.804 -16.358 -7.916
H: -17.899 -15.827 -8.076
H: -17.796 -17.610 -8.270
H: -20.049 -17.705 -9.240
H: -21.102 -17.778 -11.351
H: -19.820 -16.669 -13.444
H: -18.408 -14.250 -13.263
H: -18.084 -15.665 -14.244
H: -16.174 -13.900 -13.526
H: -14.585 -15.455 -13.968
H: -16.018 -16.126 -14.787
H: -14.851 -17.775 -13.501
H: -16.554 -17.499 -13.158
H: -14.276 -16.801 -11.507
O: -17.785 -13.722 -8.489
C: -18.218 -13.033 -9.384
O: -17.865 -13.097 -10.618
C: -19.375 -12.092 -9.062
C: -19.341 -11.457 -7.803
C: -20.363 -10.578 -7.434
C: -21.261 -10.132 -8.372
C: -21.261 -10.710 -9.619
C: -20.384 -11.697 -9.967
N: -22.386 -10.421 -10.495
O: -22.433 -11.117 -11.490
O: -23.105 -9.513 -10.158
H: -18.563 -11.735 -7.112
H: -20.382 -10.292 -6.405
H: -22.065 -9.405 -8.199
H: -20.389 -12.206 -10.901
N: -16.212 -8.787 -16.067
C: -16.984 -8.505 -15.247
C: -17.999 -8.245 -14.282
C: -18.192 -9.374 -13.499
C: -19.122 -9.267 -12.441
C: -19.902 -8.125 -12.263
C: -19.804 -7.066 -13.196
C: -18.847 -7.143 -14.212
H: -17.621 -10.297 -13.635
H: -19.435 -10.113 -11.848
H: -20.678 -8.091 -11.527
H: -20.468 -6.178 -13.089
H: -18.683 -6.332 -14.907
C: -12.960 -12.404 -7.315
Si: -12.488 -13.412 -8.811
C: -10.821 -12.832 -9.197
C: -12.407 -15.309 -8.568
As: -13.695 -13.361 -10.852
Si: -14.321 -11.058 -10.793
C: -12.911 -9.883 -10.830
C: -15.541 -10.702 -9.333
C: -15.257 -10.801 -12.410
H: -12.320 -12.594 -6.447
H: -13.978 -12.642 -6.983
H: -13.056 -11.356 -7.610
H: -10.008 -12.970 -8.419
H: -10.954 -11.736 -9.384
H: -10.452 -13.167 -10.168
H: -11.650 -15.805 -7.845
H: -12.327 -15.835 -9.551
H: -13.429 -15.543 -8.319
H: -12.203 -10.112 -9.990
H: -13.305 -8.850 -10.689
H: -12.338 -9.990 -11.729
H: -15.376 -11.314 -8.484
H: -16.452 -11.009 -9.820
H: -15.712 -9.637 -9.046
H: -14.788 -11.425 -13.206
H: -15.095 -9.778 -12.771
H: -16.268 -11.100 -12.338
N: -15.888 -14.176 -6.487
C: -16.233 -15.238 -5.750
C: -17.643 -15.366 -5.328
C: -18.057 -16.471 -4.520
C: -17.100 -17.553 -4.308
C: -15.785 -17.472 -4.765
C: -15.379 -16.365 -5.519
H: -16.661 -13.864 -7.018
H: -15.084 -14.330 -7.140
H: -18.395 -14.614 -5.422
H: -19.038 -16.650 -4.120
H: -17.393 -18.441 -3.797
H: -15.016 -18.226 -4.644
H: -14.303 -16.178 -5.699

Atomic partial charges in e from the Mulliken method, atoms 1 to 2: 3.1618 -1.1519


# C22H43EuN2P3Se

A structure of composition C22H43EuN2P3Se at a distorted geometry (the ωB97M-V functional and the def2-TZVPD basis, OMol25).

Summary:
Total energy (eV): -139003.0838
Total charge: +3
<S²>: 12.03
Multiplicity: 7

Positions of all 72 atoms, in Å:
Eu: -0.979 -1.724 -1.053
P: 0.021 1.225 1.110
P: -2.959 0.561 -0.304
P: 2.371 -0.479 -1.044
H: -1.658 -3.941 -6.442
C: -0.920 -4.581 -5.938
C: -0.790 -4.709 -4.600
H: -1.452 -4.167 -3.876
C: 0.238 2.874 0.290
C: -1.189 1.741 2.398
C: 1.517 1.285 2.182
C: -3.513 -0.341 -1.827
C: -4.518 0.559 0.652
C: -3.102 2.273 -0.995
C: 3.466 -1.145 -2.356
C: 3.133 -1.153 0.454
C: 3.202 1.146 -0.889
H: -0.305 -5.171 -6.647
H: -0.037 -5.370 -4.161
H: 0.373 3.658 1.052
H: -0.644 3.087 -0.329
H: 1.114 2.826 -0.373
H: -0.862 2.702 2.824
H: -1.207 0.975 3.183
H: -2.191 1.828 1.956
H: 1.470 2.172 2.828
H: 2.413 1.339 1.566
H: 1.565 0.369 2.779
H: -4.531 0.020 -2.045
H: -3.569 -1.438 -1.651
H: -2.839 -0.107 -2.671
H: -5.256 1.197 0.147
H: -4.342 0.946 1.659
H: -4.888 -0.466 0.729
H: -4.169 2.427 -1.204
H: -2.509 2.366 -1.916
H: -2.758 3.021 -0.269
H: 4.490 -0.834 -2.106
H: 3.117 -0.717 -3.304
H: 3.390 -2.243 -2.387
H: 4.167 -1.362 0.184
H: 2.653 -2.044 0.839
H: 3.157 -0.425 1.259
H: 4.280 0.937 -0.952
H: 3.078 1.661 0.066
H: 2.922 1.861 -1.661
C: 0.323 0.545 -4.025
C: -0.206 -0.712 -4.373
C: -0.368 -1.011 -5.720
C: 0.255 -0.237 -6.714
C: 0.912 0.957 -6.343
C: 0.970 1.352 -5.002
Se: 0.062 1.098 -2.257
H: 1.310 -1.243 -1.722
H: -0.433 -1.477 -3.605
H: -0.984 -1.883 -5.967
H: 0.250 -0.582 -7.754
H: 1.385 1.577 -7.112
H: 1.463 2.276 -4.673
N: 1.657 -3.989 1.036
C: 0.746 -3.361 1.843
C: 0.795 -3.613 3.229
C: -0.086 -2.942 4.072
C: -0.982 -2.031 3.510
C: -0.996 -1.874 2.129
N: -0.147 -2.504 1.283
H: 1.761 -3.761 0.052
H: 2.452 -4.432 1.498
H: 1.559 -4.328 3.571
H: -0.091 -3.176 5.140
H: -1.650 -1.453 4.135
H: -1.761 -1.278 1.643

Atomic partial charges in e from the Mulliken method, atoms 1 to 2: 1.0629 1.4421